(1)
The following is a quantum chemistry calculation of C15H16BrClN2OZr as an isolated structure, from OMol25.

Cartesian coordinates (Å):
Zr1 8.127708 7.722427 6.357427
N1 6.350621 5.170148 9.268795
C1 6.708095 5.756916 8.084415
O1 7.219031 6.896832 8.121048
C2 6.522735 5.044530 6.715813
C3 7.201601 5.902766 5.635823
H1 6.585768 5.583014 10.167722
H2 5.628853 4.420732 9.343188
H3 5.488909 4.910543 6.552436
H4 6.962959 4.087628 6.856255
H5 6.379801 6.434116 5.135729
H6 7.757613 5.388393 4.878921
Br1 7.488955 9.206835 3.700615
C4 6.402659 9.925506 5.082021
C5 5.385855 10.805107 4.813588
C6 4.584928 11.234175 5.903140
C7 4.787622 10.774471 7.182197
C8 5.864367 9.900785 7.345213
N2 6.664646 9.534656 6.361648
H7 5.131268 10.906880 3.772248
H8 3.815163 11.871037 5.652038
H9 4.179349 11.077634 7.975995
H10 6.069206 9.485163 8.313111
Cl1 9.909027 9.405007 7.897349
C9 10.324191 7.701589 8.109549
C10 10.497288 7.129637 9.420622
C11 10.786186 5.763297 9.474285
C12 10.754345 4.946968 8.345849
C13 10.499923 5.489640 7.083600
C14 10.343286 6.916554 6.934287
C15 10.082536 7.465816 5.582236
H11 10.496210 7.737515 10.352843
H12 10.980738 5.297711 10.490032
H13 10.927057 3.873793 8.315211
H14 10.488243 4.874792 6.214676
H15 10.395707 6.707231 4.853224
H16 10.655963 8.347748 5.353243

Forces on the atoms, in the same order (eV/Å):
Zr -0.7977 0.9266 0.2515
N -0.6712 -0.2280 -1.3563
C -1.3276 -1.8065 1.5558
O 0.8183 0.5169 -0.1245
C 1.4148 1.4464 1.3309
C -0.8806 0.2830 0.8399
H -0.0103 0.3061 -0.4845
H 1.1983 0.7104 -0.5259
H -1.2923 -0.2717 -0.2108
H 0.4011 -0.9863 -0.1424
H -0.1167 0.1748 -0.4986
H 0.1947 -0.5615 -0.3868
Br 0.1127 -0.2271 0.7167
C -0.4390 0.6796 1.2820
C -0.2031 -1.0718 0.4819
C 1.5400 -1.0989 -1.0148
C 1.5736 -0.5544 -1.4721
C -0.8589 0.6818 0.7091
N 0.7699 -1.0132 -1.7712
H -0.1884 0.8334 -0.0510
H -1.7141 1.3636 -0.2078
H -0.7347 0.2712 1.1182
H 0.2187 -0.1439 0.3323
Cl 0.0027 -0.2517 0.2332
C -0.3143 -1.0542 1.0547
C 0.3719 0.3812 -1.0402
C -0.1911 -0.1257 1.7854
C -0.2529 0.0777 -1.8269
C 0.0879 1.5949 1.7512
C 0.4416 -1.0437 0.4603
C 1.4519 -0.7275 -0.5574
H -0.0677 -0.4110 -1.0236
H -0.2114 0.6668 -1.4125
H 0.0792 0.1836 0.7362
H 0.0139 -0.3433 -0.5357
H -0.5085 0.1929 -0.0210
H 0.0893 0.6296 0.0246

* M: 446.9 u
* HOMO energy: -15.4 eV
* total charge: +2
* frontier orbital gap: 8.646 eV
* relative energy (zero: lowest compared OMol25 entry of this formula, charge and spin): 0.0 kcal per mole
* electronic energy: -3846.6790 Eh

(2)
The following is a quantum chemistry calculation of an isolated molecule of C15H16ClN3O4S, from OMol25.

Cartesian coordinates (Å):
O1 -2.525483 -1.466566 -2.323088
C1 -2.501426 -1.279762 -1.126816
C2 -3.795089 -0.835482 -0.440818
S1 -3.704008 0.572638 0.720927
C3 -2.380008 1.446572 0.058124
N1 -1.791529 1.277103 -1.083142
N2 -0.757574 2.137298 -1.113030
C4 -0.761059 2.791414 -0.003343
C5 0.229320 3.804223 0.460783
O2 1.486170 3.617969 -0.131085
C6 2.072843 2.383627 -0.049304
C7 1.697114 1.377664 0.833936
C8 2.355482 0.158044 0.824275
C9 3.395836 -0.052903 -0.063068
Cl1 4.199316 -1.582256 -0.087356
C10 3.796545 0.950765 -0.932873
C11 3.134824 2.160319 -0.924417
O3 -1.781462 2.403050 0.808279
N3 -1.411763 -1.520842 -0.369242
C12 -1.306661 -1.464609 1.069819
C13 -0.546078 -2.704952 1.561996
O4 0.716679 -2.808258 0.959573
C14 0.592063 -2.920502 -0.442458
C15 -0.129541 -1.709325 -1.029675
H1 -4.486213 -0.561898 -1.238053
H2 -4.227874 -1.651107 0.141150
H3 0.276823 3.776574 1.559566
H4 -0.086661 4.806943 0.152615
H5 0.897581 1.527168 1.544465
H6 2.055562 -0.633267 1.494131
H7 4.612442 0.779415 -1.616608
H8 3.417953 2.952671 -1.597471
H9 -2.289080 -1.444486 1.537793
H10 -0.745812 -0.567739 1.365877
H11 -0.374440 -2.639712 2.638061
H12 -1.143948 -3.603709 1.343553
H13 1.607073 -2.985133 -0.834912
H14 0.041937 -3.839733 -0.692892
H15 -0.318718 -1.842445 -2.094300
H16 0.478867 -0.808759 -0.880974

Forces on the atoms, in the same order (eV/Å):
O -0.1286 -0.0124 -0.2764
C -0.3408 -0.2626 0.0430
C -0.0311 0.4120 -0.1123
S -0.4839 -0.0596 0.3100
C 0.3323 -0.0629 -0.5911
N -1.3256 -0.5837 0.3861
N 1.2216 1.2454 0.1686
C -0.0469 -0.2701 -0.6332
C -0.1783 0.2319 0.3106
O 0.1118 -0.0970 -0.1179
C 0.3064 -0.2778 -0.0272
C -0.0466 0.3070 0.0278
C 0.2316 -0.0262 -0.0812
C -0.1785 0.2029 0.0843
Cl 0.1483 -0.2506 -0.0104
C -0.0775 -0.0637 0.0812
C -0.2454 0.1696 0.1473
O 0.0328 -0.0320 0.1084
N 0.3250 -0.2371 0.1361
C 0.1405 -0.4017 0.2500
C -0.3041 0.2351 0.1079
O 0.1754 -0.0035 0.1608
C -0.0614 0.1913 -0.3856
C 0.1936 -0.2100 -0.1162
H 0.1541 -0.1507 0.0635
H 0.0208 0.0255 0.0239
H 0.0087 0.0228 -0.1500
H 0.0505 -0.1582 0.1426
H -0.0894 0.0184 0.0507
H -0.0257 -0.0647 0.0292
H 0.0785 -0.0262 -0.0635
H 0.0408 0.0924 -0.1175
H 0.1116 0.0161 -0.0193
H -0.0867 0.0251 0.0590
H -0.0769 -0.0110 -0.0400
H 0.0225 0.0617 0.0390
H -0.0686 -0.0179 -0.0425
H 0.0442 0.0535 0.0055
H 0.0780 0.0148 0.0927
H -0.0331 -0.0460 -0.0438

* SMILES: O=C(CSc1nnc(COc2ccc(Cl)cc2)o1)N1CCOCC1
* M: 369.8 u
* HOMO energy: -8.7 eV
* total charge: 0
* frontier orbital gap: 9.052 eV
* relative energy (zero: lowest compared OMol25 entry of this formula, charge and spin): 31.1 kcal per mole
* electronic energy: -1904.7687 Eh

(3)
The following is a quantum chemistry calculation of an isolated molecule of C15H16F3N3O, from OMol25.

Cartesian coordinates (Å):
F1 -2.067768 -1.659504 1.991947
C1 -2.686210 -1.665474 0.803293
F2 -1.947365 -2.463956 0.003317
F3 -3.852871 -2.308008 0.983813
C2 -2.863932 -0.296161 0.214028
C3 -3.756892 -0.126970 -0.836958
C4 -3.886534 1.123366 -1.412127
C5 -3.118879 2.184121 -0.960150
C6 -2.224742 2.017561 0.087674
C7 -1.346742 3.143680 0.563441
C8 0.053882 2.658131 0.655278
N1 0.841016 2.842449 1.676166
O1 1.987554 2.179200 1.366547
C9 1.799928 1.626787 0.166773
C10 2.822623 0.738535 -0.437298
N2 2.754433 -0.560575 0.202030
C11 3.718682 -1.530936 -0.324185
C12 2.932896 -2.816574 -0.601673
C13 1.701286 -2.660828 0.285424
C14 1.427892 -1.167052 0.184137
N3 0.629414 1.901051 -0.322979
C15 -2.110153 0.767058 0.682686
H1 -4.337259 -0.964580 -1.191799
H2 -4.579645 1.268507 -2.226319
H3 -3.214189 3.151044 -1.431719
H4 -1.653044 3.496959 1.550172
H5 -1.396537 3.978736 -0.138178
H6 3.817341 1.156849 -0.260702
H7 2.622059 0.694832 -1.523312
H8 4.485201 -1.694980 0.440572
H9 4.212760 -1.159991 -1.228409
H10 2.632507 -2.857198 -1.649740
H11 3.509991 -3.709800 -0.372447
H12 1.943266 -2.922243 1.315135
H13 0.853870 -3.256495 -0.045443
H14 0.841713 -0.795121 1.027920
H15 0.883554 -0.933429 -0.744577
H16 -1.429118 0.621025 1.507665

Forces on the atoms, in the same order (eV/Å):
F 0.1084 0.2376 0.1465
C 0.0278 -0.3225 0.0592
F 0.0886 0.0488 -0.1973
F -0.2129 0.0954 -0.0681
C 0.0274 0.0162 0.1103
C 0.0790 0.0283 0.0808
C -0.0557 -0.1338 -0.0411
C 0.1008 0.0172 0.1560
C -0.2169 -0.0567 -0.0742
C 0.0129 0.0909 0.1074
C 0.6840 -0.0139 0.2515
N -0.9785 0.6444 0.5296
O 0.6397 -0.4769 -0.3216
C -0.6167 0.3658 -0.2999
C 0.2380 -0.1399 0.1806
N -0.0659 0.0399 -0.0860
C 0.3766 -0.1199 0.1120
C 0.0151 0.0799 0.0712
C -0.0098 0.1521 -0.0762
C -0.2723 -0.0968 0.0870
N 0.4032 -0.2746 -0.3710
C -0.2147 -0.1381 -0.0987
H -0.0656 -0.0634 -0.0399
H -0.0617 0.0210 -0.0794
H 0.0122 0.1126 -0.0493
H -0.0152 0.0692 -0.0686
H -0.0287 0.0064 0.0599
H -0.0615 0.0278 -0.1389
H 0.0414 0.0567 0.1631
H 0.0873 -0.0523 -0.1776
H 0.0136 0.0120 0.0222
H 0.0024 -0.0307 -0.0189
H 0.0332 -0.0388 -0.0689
H -0.0353 -0.0447 0.0664
H -0.0363 -0.0386 0.0568
H -0.1195 -0.0072 -0.0817
H -0.0226 -0.0343 0.0297
H 0.0984 -0.0393 0.0671

* SMILES: FC(F)(F)c1cccc(Cc2noc(CN3CCCC3)n2)c1
* M: 311.3 u
* HOMO energy: -8.7 eV
* total charge: 0
* frontier orbital gap: 9.507 eV
* electronic energy: -1120.2913 Eh

Q: The highest electronic energy belongs to which entry?
A: C15H16F3N3O

Q: Among the records above, which one has the highest total charge?
A: C15H16BrClN2OZr

Q: electronic energy of number 2 (C15H16ClN3O4S)?
A: -1904.7687 Eh

Q: Among the records above, which one has the highest electronic energy?
A: C15H16F3N3O